[1]
DFT (ωB97M-V/def2-TZVPD) results for a structure of composition C49H40BrCdN3O4PS3.

Values from the calculation:
HOMO   -5.0 eV
Gap between HOMO and LUMO   6.138 eV
Total charge   -1
E_LUMO   1.090 eV

Last column: Löwdin charge in e.
CARTESIAN COORDINATES (ANGSTROEM)
Cd -1.44 0.20 -1.12  1.42
C -2.02 8.83 -1.44  -0.08
C -1.38 7.44 -1.36  -0.56
C -1.22 6.92 -2.80  -0.04
C 0.00 7.57 -0.70  -0.04
C -2.23 6.46 -0.55  -0.17
C -3.35 6.86 0.19  -0.03
C -4.10 5.95 0.92  -0.09
C -3.72 4.62 0.91  -0.48
S -4.45 3.27 1.71  1.09
C -3.18 2.23 1.06  -0.52
N -2.32 2.82 0.31  0.10
C -2.60 4.19 0.20  -0.27
C -1.86 5.12 -0.53  0.05
C -3.22 0.80 1.41  -0.28
C -3.89 0.46 2.58  -0.09
C -4.06 -0.85 2.97  -0.08
C -3.56 -1.86 2.16  -0.09
C -2.85 -1.53 1.01  -0.17
C -2.65 -0.21 0.60  -0.22
H -1.41 9.47 -2.08  0.08
H -2.10 9.30 -0.46  0.08
H -3.02 8.78 -1.88  0.09
H -0.67 7.65 -3.39  0.08
H -2.19 6.76 -3.26  0.09
H -0.67 5.98 -2.84  0.07
H 0.65 8.19 -1.32  0.08
H 0.47 6.60 -0.58  0.08
H -0.09 8.03 0.28  0.09
H -3.66 7.89 0.19  0.10
H -4.97 6.28 1.48  0.10
H -0.99 4.79 -1.06  0.11
H -4.28 1.25 3.22  0.07
H -4.58 -1.09 3.89  0.10
H -3.70 -2.89 2.43  0.10
H -2.43 -2.34 0.43  0.05
O -0.18 -8.43 0.46  0.11
C -1.19 -7.62 0.05  -0.49
O -2.31 -8.04 0.04  0.11
C -0.82 -6.24 -0.38  -0.14
C -1.85 -5.43 -0.87  0.00
C -1.59 -4.15 -1.30  -0.02
C -0.29 -3.64 -1.28  -0.27
C 0.73 -4.44 -0.77  -0.03
C 0.47 -5.71 -0.32  -0.02
N -0.09 -2.39 -1.92  0.08
C 1.09 -1.91 -2.01  -0.16
C 1.44 -0.93 -3.06  -0.28
C 2.77 -0.63 -3.27  -0.02
C 3.12 0.07 -4.42  -0.06
C 2.11 0.44 -5.29  -0.05
C 0.79 0.13 -4.96  -0.12
N 0.46 -0.54 -3.88  0.12
H 0.66 -7.96 0.44  0.09
H -2.85 -5.84 -0.90  0.12
H -2.38 -3.52 -1.70  0.11
H 1.74 -4.06 -0.70  0.09
H 1.30 -6.27 0.10  0.12
H 1.93 -2.30 -1.44  0.07
H 3.52 -0.95 -2.56  0.12
H 4.15 0.31 -4.62  0.11
H 2.33 0.98 -6.20  0.11
H -0.02 0.45 -5.60  0.12
Br 4.73 3.89 -3.18  0.70
C 3.25 3.10 -2.28  -0.68
C 3.44 2.52 -1.04  -0.13
C 2.35 1.94 -0.40  -0.06
C 1.11 1.93 -1.02  -0.07
C 0.93 2.48 -2.28  -0.14
C 2.01 3.09 -2.91  -0.09
C -0.39 2.43 -3.07  -0.66
O -0.44 3.04 -4.13  0.02
O -1.35 1.72 -2.59  -0.22
H 4.42 2.52 -0.58  0.10
H 2.47 1.50 0.58  0.10
H 0.28 1.53 -0.46  0.04
H 1.87 3.54 -3.88  0.11
S 2.30 -0.84 4.34  0.12
P 1.71 -2.09 2.94  -0.03
S 1.07 -1.35 1.19  0.19
C 3.09 -3.26 2.55  -0.37
C 3.66 -3.34 1.29  -0.13
C 4.69 -4.23 1.03  -0.10
C 5.16 -5.07 2.03  -0.11
C 4.61 -4.98 3.31  -0.09
C 3.59 -4.08 3.57  -0.09
C 0.54 -3.32 3.67  -0.37
C -0.13 -4.23 2.87  -0.09
C -0.94 -5.21 3.44  -0.08
C -1.07 -5.28 4.82  -0.10
C -0.41 -4.36 5.62  -0.09
C 0.39 -3.38 5.05  -0.13
H 3.28 -2.68 0.52  0.04
H 5.13 -4.28 0.04  0.09
H 5.96 -5.77 1.83  0.09
H 4.99 -5.62 4.10  0.10
H 3.17 -4.01 4.56  0.10
H -0.02 -4.16 1.79  0.07
H -1.47 -5.91 2.82  0.09
H -1.70 -6.04 5.27  0.10
H -0.52 -4.40 6.70  0.10
H 0.91 -2.65 5.66  0.05

[2]
DFT (ωB97M-V/def2-TZVPD) results for an isolated molecule of C2H3F in a non-equilibrium geometry.

Values from the calculation:
HOMO   -10.1 eV
Gap between HOMO and LUMO   11.326 eV
Total charge   0
E_LUMO   1.221 eV
Relative energy (zero: lowest compared OMol25 entry of this formula, charge and spin)   51.8 kJ/mol
Structure (SMILES)   C=CF

Last column: Löwdin charge in e.
CARTESIAN COORDINATES (ANGSTROEM)
C 0.26 0.62 0.15  0.00
C -0.19 -0.60 -0.07  -0.27
F -0.29 -1.56 0.84  0.00
H 0.12 1.24 -0.73  0.04
H 0.89 1.22 0.87  0.08
H -0.79 -0.92 -1.06  0.15

[3]
DFT (ωB97M-V/def2-TZVPD) results for a structure of composition FeH46O23 in a non-equilibrium geometry.

Values from the calculation:
HOMO (spin up / spin down)   -15.3 / -13.5 eV
Gap between HOMO and LUMO (spin up / spin down)   10.050 / 8.282 eV
Total charge   +2
E_LUMO (spin up / spin down)   -5.255 / -5.254 eV
Multiplicity   5

Last column: Löwdin charge in e.
CARTESIAN COORDINATES (ANGSTROEM)
Fe 0.17 0.21 -0.38  0.79
O -1.88 -2.74 -1.35  -0.03
H -1.95 -3.58 -1.81  0.08
H -2.79 -2.48 -1.20  0.05
O -0.92 4.44 0.49  -0.03
H -0.74 5.00 -0.27  0.05
H -1.73 4.78 0.86  0.06
O 0.26 -1.68 0.30  -0.03
H -0.16 -2.38 -0.21  0.06
H 0.42 -2.08 1.15  0.04
O -0.92 -0.61 -5.30  -0.05
H -1.61 -1.02 -4.77  -0.03
H -1.07 -0.94 -6.18  0.05
O 2.59 -1.69 4.18  -0.05
H 1.80 -1.91 3.68  -0.04
H 2.83 -2.51 4.61  0.04
O 3.01 3.17 2.30  -0.02
H 3.56 2.42 2.05  0.01
H 2.44 2.84 2.99  0.01
O 0.06 -2.43 3.15  -0.02
H -0.21 -3.12 3.77  0.08
H -0.18 -1.61 3.58  0.07
O 2.20 3.58 -0.30  -0.04
H 2.37 3.49 0.64  -0.02
H 2.75 4.31 -0.57  0.05
O -2.71 -1.80 1.49  -0.02
H -3.55 -1.88 1.03  0.07
H -2.76 -2.46 2.18  0.07
O -0.74 -0.50 -2.24  -0.03
H -1.47 -1.06 -2.49  0.01
H -0.36 -0.21 -3.07  0.06
O 2.32 -3.65 -1.65  -0.03
H 2.50 -4.18 -0.88  0.01
H 2.65 -2.78 -1.43  -0.01
O 2.00 0.35 -1.32  -0.02
H 2.72 -0.22 -1.04  0.01
H 2.44 1.11 -1.71  0.09
O 2.61 -3.60 1.42  -0.02
H 1.94 -4.19 1.08  0.06
H 2.61 -3.75 2.36  0.05
O -2.96 -1.67 -3.71  -0.05
H -3.64 -1.14 -3.30  0.02
H -3.41 -2.45 -4.02  0.09
O -3.88 1.77 2.02  -0.03
H -3.97 0.91 2.43  0.03
H -4.39 2.36 2.58  0.06
O -2.74 3.01 -2.60  -0.02
H -2.91 2.97 -3.54  0.06
H -2.80 3.95 -2.39  0.06
O -0.40 2.13 -1.07  -0.05
H -0.17 2.85 -0.48  0.02
H -1.15 2.47 -1.57  0.03
O -4.28 0.63 -3.44  -0.02
H -4.36 0.54 -4.39  0.07
H -3.42 1.04 -3.31  0.01
O -1.78 0.48 0.53  -0.05
H -2.57 1.01 0.60  0.05
H -2.01 -0.35 0.96  -0.01
O 1.08 0.77 1.35  -0.03
H 2.03 0.67 1.36  0.03
H 0.86 1.12 2.22  0.03
O 3.97 0.95 0.98  -0.03
H 4.48 0.99 0.18  0.08
H 4.20 0.11 1.38  0.06
O 0.61 2.02 3.85  -0.01
H 0.11 1.39 4.36  0.06
H 1.40 2.18 4.37  0.06
O 3.58 -1.53 -0.22  -0.04
H 4.39 -1.63 -0.70  0.10
H 3.62 -2.21 0.46  0.04

[4]
DFT (ωB97M-V/def2-TZVPD) results for a structure of composition C14H26HgNOP in a non-equilibrium geometry.

Values from the calculation:
HOMO   -7.5 eV
Gap between HOMO and LUMO   7.529 eV
Total charge   0
E_LUMO   0.002 eV
Relative energy (zero: lowest compared OMol25 entry of this formula, charge and spin)   0.0 kJ/mol

Last column: Löwdin charge in e.
CARTESIAN COORDINATES (ANGSTROEM)
C 3.21 -1.40 1.90  -0.09
C 3.24 -0.51 0.83  -0.07
C 2.08 0.19 0.42  -0.28
C 0.90 0.04 1.17  -0.28
C 0.84 -0.99 2.13  -0.39
C 2.00 -1.64 2.55  -0.06
C 2.27 1.17 -0.72  -0.15
C 2.29 0.65 -2.20  -0.19
N 1.34 -0.32 -2.71  -0.28
Hg -0.69 1.55 1.46  0.88
C -0.49 -1.42 2.68  -0.35
P -1.71 -1.12 1.30  0.78
H 4.18 -0.30 0.32  0.11
H 1.96 -2.34 3.39  0.11
H 4.12 -1.90 2.20  0.10
H -0.81 -0.83 3.54  0.08
H -0.54 -2.48 2.93  0.09
H 1.54 1.99 -0.65  0.09
H 3.26 1.63 -0.58  0.11
H 2.13 1.53 -2.85  0.11
C -3.23 -1.44 2.23  -0.32
C -1.44 -2.71 0.45  -0.28
H 3.31 0.27 -2.43  0.12
C 1.30 -1.66 -2.21  -0.09
C 0.17 0.16 -3.39  -0.10
H -1.91 2.75 1.10  -0.10
H 1.68 -2.38 -2.96  0.08
H 1.91 -1.78 -1.30  0.08
H 0.27 -1.97 -1.98  0.06
H 0.19 -0.07 -4.47  0.08
H -0.74 -0.30 -2.99  0.07
H 0.10 1.25 -3.29  0.08
H -1.76 -3.51 1.13  0.04
H -2.05 -2.75 -0.46  0.04
H -0.39 -2.86 0.18  0.04
H -3.11 -2.37 2.81  0.04
H -3.43 -0.60 2.90  0.04
H -4.06 -1.54 1.51  0.04
H -2.12 3.47 -0.04  -0.08
C -3.21 4.96 -0.76  -0.19
O -2.34 3.86 -0.94  -0.22
H -3.75 5.12 -1.71  0.08
H -2.60 5.83 -0.52  0.07
H -3.92 4.78 0.05  0.07

[5]
DFT (ωB97M-V/def2-TZVPD) results for a cluster of 7 separate species, C35H56F6N6O6S in total in a non-equilibrium geometry.

Values from the calculation:
HOMO   -8.8 eV
Gap between HOMO and LUMO   9.148 eV
Total charge   0
E_LUMO   0.365 eV
Structure (SMILES)   O=CC[C@]1(COC(F)(F)F)C[C@H](C[C@@H](O)C(F)(F)F)CS(=O)(=O)O1.CCCC#N.CCCC#N.CCCC#N.CCCC#N.CCCC#N.CCCC#N

Last column: Löwdin charge in e.
CARTESIAN COORDINATES (ANGSTROEM)
O 6.21 0.39 1.36  -0.05
C 5.21 -0.27 1.56  -0.21
C 4.22 -0.61 0.44  -0.05
C 3.47 -1.96 0.65  -0.44
C 4.37 -3.07 0.07  -0.08
O 5.43 -3.41 0.97  0.08
C 6.36 -4.22 0.42  -0.69
F 5.88 -5.07 -0.52  0.14
F 7.29 -3.46 -0.21  0.15
F 6.95 -4.97 1.35  0.19
C 2.21 -1.94 -0.23  -0.08
C 1.25 -3.05 0.31  -0.29
C 0.28 -3.60 -0.77  -0.11
C 0.66 -5.00 -1.24  -0.27
O 1.94 -5.01 -1.86  0.01
C 0.66 -6.05 -0.10  -0.55
F 1.87 -6.21 0.48  0.15
F -0.29 -5.83 0.82  0.16
F 0.39 -7.27 -0.66  0.10
C 0.50 -2.39 1.52  -0.13
S 1.82 -1.70 2.56  0.66
O 1.62 -2.29 3.85  -0.28
O 1.76 -0.26 2.63  -0.27
O 3.21 -2.28 2.03  -0.15
H 5.02 -0.58 2.61  0.14
H 4.74 -0.67 -0.52  0.13
H 3.49 0.21 0.33  0.13
H 4.71 -2.82 -0.94  0.15
H 3.75 -3.97 -0.05  0.13
H 2.42 -2.10 -1.29  0.14
H 1.69 -0.97 -0.11  0.10
H 1.84 -3.87 0.73  0.12
H -0.75 -3.63 -0.42  0.08
H 0.34 -2.94 -1.65  0.13
H -0.07 -5.35 -1.99  0.14
H 2.15 -5.93 -2.07  0.11
H -0.11 -1.60 1.08  0.09
H -0.07 -3.14 2.07  0.11
C -0.99 3.73 1.82  -0.10
C -1.87 2.55 2.22  -0.28
C -1.14 1.20 2.11  -0.17
C -0.72 0.98 0.71  -0.24
N -0.40 0.80 -0.37  0.16
H -0.69 3.66 0.77  0.07
H -1.54 4.67 1.94  0.07
H -0.09 3.78 2.43  0.08
H -2.76 2.54 1.59  0.05
H -2.21 2.69 3.25  0.10
H -1.81 0.39 2.42  0.12
H -0.26 1.18 2.75  0.10
C 8.22 5.51 0.24  -0.11
C 7.31 5.81 1.43  -0.31
C 7.43 4.77 2.54  -0.18
C 7.04 3.44 2.04  -0.16
N 6.74 2.40 1.64  0.17
H 7.96 4.57 -0.24  0.07
H 8.13 6.30 -0.51  0.07
H 9.27 5.46 0.55  0.07
H 6.29 5.87 1.09  0.06
H 7.57 6.79 1.83  0.08
H 6.78 5.03 3.37  0.11
H 8.45 4.72 2.92  0.12
C -3.99 -5.83 -4.76  -0.10
C -4.17 -6.50 -3.40  -0.26
C -4.38 -5.49 -2.26  -0.18
C -3.22 -4.60 -2.14  -0.18
N -2.31 -3.90 -2.05  0.19
H -3.10 -5.20 -4.78  0.07
H -3.88 -6.59 -5.53  0.08
H -4.86 -5.22 -5.01  0.06
H -3.30 -7.11 -3.18  0.11
H -5.03 -7.17 -3.44  0.10
H -4.52 -6.01 -1.31  0.12
H -5.27 -4.89 -2.45  0.12
C -5.44 5.63 4.25  -0.11
C -6.32 4.45 4.64  -0.26
C -5.59 3.11 4.51  -0.18
C -5.17 2.88 3.12  -0.21
N -4.85 2.70 2.03  0.17
H -5.14 5.58 3.20  0.07
H -5.99 6.57 4.38  0.07
H -4.54 5.68 4.86  0.08
H -7.21 4.44 4.01  0.11
H -6.65 4.57 5.67  0.11
H -6.25 2.29 4.81  0.12
H -4.71 3.08 5.15  0.12
C -7.78 -3.48 -5.50  -0.11
C -9.23 -3.96 -5.42  -0.26
C -9.42 -5.11 -4.43  -0.19
C -8.61 -6.28 -4.84  -0.24
N -7.98 -7.18 -5.16  0.15
H -7.12 -4.27 -5.87  0.06
H -7.69 -2.64 -6.19  0.07
H -7.41 -3.16 -4.53  0.08
H -9.56 -4.26 -6.41  0.11
H -9.86 -3.12 -5.11  0.11
H -10.47 -5.41 -4.39  0.12
H -9.11 -4.81 -3.43  0.12
C 3.83 8.76 -1.32  -0.11
C 2.81 7.97 -0.50  -0.26
C 2.92 8.23 1.01  -0.18
C 4.25 7.84 1.50  -0.18
N 5.29 7.53 1.87  0.17
H 4.85 8.47 -1.06  0.07
H 3.70 8.56 -2.38  0.07
H 3.72 9.83 -1.15  0.08
H 2.94 6.91 -0.70  0.11
H 1.80 8.24 -0.83  0.11
H 2.17 7.66 1.54  0.12
H 2.77 9.29 1.22  0.12

[6]
DFT (ωB97M-V/def2-TZVPD) results for a cluster of 2 separate species, C5H8O3 in total in a non-equilibrium geometry.

Values from the calculation:
HOMO   -9.7 eV
Gap between HOMO and LUMO   10.002 eV
Total charge   0
E_LUMO   0.332 eV
Relative energy (zero: lowest compared OMol25 entry of this formula, charge and spin)   286.8 kJ/mol
Structure (SMILES)   CC(=O)CO.C=C=O

Last column: Löwdin charge in e.
CARTESIAN COORDINATES (ANGSTROEM)
C -1.27 -0.76 1.24  -0.04
C -0.56 0.32 0.46  -0.37
O -0.47 1.44 0.95  0.04
C -1.11 0.36 -1.10  -0.20
O -1.10 1.66 -1.58  -0.07
H -0.88 -0.77 2.26  0.08
H -2.33 -0.51 1.37  0.09
H -1.25 -1.71 0.71  0.08
H -0.53 -0.32 -1.74  0.11
H -2.15 0.00 -1.07  0.11
H -1.00 2.23 -0.79  0.08
C 2.20 -0.84 0.06  -0.01
C 2.61 0.36 -0.37  -0.24
O 3.05 1.42 -0.47  0.20
H 2.83 -1.33 0.79  0.07
H 1.95 -1.56 -0.71  0.06

[7]
DFT (ωB97M-V/def2-TZVPD) results for a structure of composition C34H40CrN4OS3.

Values from the calculation:
HOMO (spin up / spin down)   -10.1 / -10.3 eV
Gap between HOMO and LUMO (spin up / spin down)   6.846 / 7.668 eV
Total charge   +1
E_LUMO (spin up / spin down)   -3.264 / -2.594 eV
Multiplicity   2

Last column: Löwdin charge in e.
CARTESIAN COORDINATES (ANGSTROEM)
Cr -0.70 -0.01 -0.62  0.30
C 2.43 -0.52 -1.43  -0.06
N 1.08 -1.12 -1.57  -0.18
C 1.06 -2.38 -0.78  -0.14
C -0.33 -2.95 -0.66  -0.15
N -1.15 -2.01 0.12  -0.24
C -0.88 -2.21 1.58  -0.03
C -2.59 -2.17 -0.04  -0.33
C -3.18 -3.39 -0.32  -0.02
C -4.57 -3.49 -0.36  -0.06
C -5.35 -2.37 -0.11  -0.07
C -4.75 -1.15 0.18  -0.08
C -3.37 -1.04 0.21  -0.57
S -2.54 0.50 0.48  0.76
C 0.81 -1.46 -2.98  -0.28
C 1.80 -2.07 -3.75  -0.03
C 1.54 -2.43 -5.06  -0.07
C 0.28 -2.20 -5.60  -0.07
C -0.71 -1.61 -4.83  -0.09
C -0.45 -1.24 -3.51  -0.55
S -1.74 -0.49 -2.57  0.82
H 3.19 -1.29 -1.32  0.10
H 2.46 0.13 -0.56  0.05
H 2.67 0.06 -2.32  0.10
H 1.47 -2.16 0.20  0.10
H 1.74 -3.11 -1.25  0.14
H -0.29 -3.94 -0.18  0.14
H -0.79 -3.08 -1.64  0.12
H -1.43 -3.08 1.93  0.12
H -1.19 -1.32 2.12  0.07
H 0.18 -2.37 1.74  0.07
H -2.58 -4.27 -0.50  0.12
H -5.03 -4.43 -0.60  0.11
H -6.43 -2.44 -0.15  0.11
H -5.36 -0.27 0.36  0.11
H 2.78 -2.25 -3.33  0.11
H 2.32 -2.89 -5.66  0.11
H 0.07 -2.48 -6.62  0.11
H -1.69 -1.43 -5.24  0.11
O 0.46 0.45 1.08  -0.61
S 1.75 0.56 1.87  1.07
C 1.39 1.84 3.06  -0.38
C 2.45 2.42 3.75  -0.07
C 2.17 3.41 4.68  -0.06
C 0.86 3.82 4.89  -0.06
C -0.18 3.23 4.19  -0.05
C 0.08 2.23 3.27  -0.08
C 1.86 -0.85 2.94  -0.39
C 0.93 -1.11 3.94  -0.07
C 1.05 -2.26 4.69  -0.05
C 2.09 -3.15 4.44  -0.05
C 3.03 -2.88 3.45  -0.06
C 2.91 -1.73 2.69  -0.09
H 3.47 2.10 3.57  0.12
H 2.98 3.87 5.22  0.11
H 0.66 4.60 5.61  0.11
H -1.20 3.55 4.37  0.12
H -0.72 1.76 2.71  0.09
H 0.13 -0.41 4.13  0.12
H 0.33 -2.48 5.47  0.12
H 2.18 -4.05 5.03  0.12
H 3.85 -3.57 3.27  0.11
H 3.64 -1.50 1.91  0.11
C -1.71 2.73 -1.76  -0.18
C -1.47 4.13 -2.37  -0.14
N -0.07 4.52 -2.21  -0.15
C 0.76 3.59 -2.96  -0.14
C 0.50 2.13 -2.51  -0.13
N -0.42 2.09 -1.34  -0.23
C 0.16 2.98 -0.29  -0.14
C 0.28 4.43 -0.80  -0.14
H -2.19 2.06 -2.47  0.07
H -2.35 2.78 -0.88  0.08
H -2.10 4.87 -1.88  0.12
H -1.71 4.14 -3.43  0.12
H 1.81 3.87 -2.82  0.12
H 0.53 3.71 -4.02  0.12
H 1.43 1.66 -2.20  0.09
H 0.06 1.53 -3.30  0.11
H 1.14 2.58 -0.03  0.10
H -0.48 2.90 0.59  0.10
H 1.30 4.80 -0.66  0.12
H -0.38 5.09 -0.24  0.12